Entry 1:
{"formula": "C5H12O2S", "method": "ωB97M-V with the def2-TZVPD basis set", "species": ["C", "C", "C", "C", "C", "O", "O", "S", "H", "H", "H", "H", "H", "H", "H", "H", "H", "H", "H", "H"], "positions_angstrom": [[2.950, 0.378, -0.064], [-2.805, -1.544, -0.232], [2.485, -1.091, 0.096], [-2.084, -0.313, 0.411], [0.946, -1.106, 0.076], [-2.850, 0.203, 1.387], [0.522, -0.322, -0.995], [0.098, -0.635, 1.591], [2.415, 0.626, -0.921], [2.689, 1.034, 0.842], [4.045, 0.418, -0.279], [-2.016, -2.215, -0.515], [-3.547, -2.078, 0.471], [-3.442, -1.364, -1.105], [2.999, -1.695, -0.611], [2.868, -1.362, 1.150], [0.711, -2.078, -0.241], [-3.484, -0.417, 1.841], [-0.294, 0.216, -0.766], [0.752, 0.647, 1.628]], "largest_force_ev_per_a": 4.6, "homo_energy_ev": -7.68, "de_lowest_kcal_mol": 113.4, "homo_lumo_gap_ha": 0.3051, "lumo_energy_ev": 0.625}

---

Entry 2:
{"formula": "C5H7NO", "method": "ωB97M-V with the def2-TZVPD basis set", "species": ["C", "C", "N", "C", "C", "C", "O", "H", "H", "H", "H", "H", "H", "H"], "positions_angstrom": [[-1.709, -0.653, 0.293], [-1.781, 0.567, -0.615], [-0.504, 1.040, -1.164], [0.544, 0.543, -0.744], [1.646, 0.088, -0.245], [2.750, 0.042, 0.668], [2.593, -0.897, -0.425], [-2.712, -0.930, 0.628], [-1.091, -0.458, 1.176], [-1.272, -1.508, -0.235], [-2.210, 1.423, -0.081], [-2.437, 0.378, -1.471], [3.572, 0.746, 0.554], [2.610, -0.383, 1.661]], "smiles": "CCN=C=C1CO1", "largest_force_ev_per_a": 0.6, "homo_energy_ev": -8.37, "de_lowest_kcal_mol": 85.7, "homo_lumo_gap_ha": 0.3425, "lumo_energy_ev": 0.947}

---

Entry 3:
{"formula": "C24H16N4O8S3Sc", "method": "ωB97M-V with the def2-TZVPD basis set", "species": ["Sc", "O", "C", "O", "C", "C", "C", "C", "C", "N", "C", "O", "O", "H", "H", "H", "H", "H", "S", "C", "C", "C", "C", "C", "C", "S", "H", "H", "H", "H", "O", "C", "O", "C", "C", "C", "N", "C", "C", "C", "O", "O", "H", "H", "H", "S", "C", "N", "C", "C", "C", "N", "H", "H", "H", "H"], "positions_angstrom": [[0.906, 0.271, -0.682], [0.048, 3.144, 2.620], [0.391, 2.135, 1.818], [0.953, 2.280, 0.764], [0.055, 0.788, 2.369], [-0.357, 0.546, 3.667], [-0.542, -0.773, 4.054], [-0.312, -1.794, 3.147], [0.077, -1.451, 1.860], [0.251, -0.190, 1.497], [0.382, -2.396, 0.730], [0.429, -3.699, 0.955], [0.669, -1.949, -0.364], [0.303, 3.965, 2.171], [-0.519, 1.368, 4.348], [-0.861, -1.007, 5.061], [-0.460, -2.823, 3.445], [-0.059, -3.929, 1.756], [3.054, -0.077, 0.796], [4.433, 0.256, -0.238], [5.723, 0.198, 0.295], [6.839, 0.468, -0.479], [6.682, 0.809, -1.817], [5.409, 0.869, -2.360], [4.277, 0.594, -1.592], [2.698, 0.644, -2.376], [5.837, -0.064, 1.340], [7.827, 0.412, -0.039], [7.544, 1.027, -2.435], [5.274, 1.132, -3.402], [-3.811, -1.021, -6.124], [-3.058, -1.803, -5.539], [-2.981, -3.057, -5.583], [-2.010, -1.184, -4.588], [-0.731, -1.730, -4.486], [0.132, -1.285, -3.502], [-0.246, -0.382, -2.586], [-1.471, 0.155, -2.692], [-2.358, -0.182, -3.695], [-1.837, 1.097, -1.568], [-2.920, 1.641, -1.527], [-0.900, 1.190, -0.674], [-0.438, -2.521, -5.161], [1.136, -1.675, -3.392], [-3.332, 0.286, -3.737], [-2.697, -2.623, 0.897], [-3.324, -3.376, -0.469], [-2.692, -3.233, -1.681], [-3.149, -3.755, -2.837], [-4.298, -4.488, -2.808], [-4.896, -4.651, -1.551], [-4.440, -4.139, -0.430], [-1.855, -2.657, -1.695], [-2.595, -3.569, -3.759], [-4.703, -4.900, -3.718], [-5.796, -5.252, -1.457]], "largest_force_ev_per_a": 0.9, "homo_energy_ev": -4.65, "charge": -1, "de_lowest_kcal_mol": 3.1, "homo_lumo_gap_ha": 0.2053, "lumo_energy_ev": 0.939}

---

Entry 4:
{"formula": "C2H3FS2", "method": "ωB97M-V with the def2-TZVPD basis set", "species": ["C", "C", "F", "S", "S", "H", "H", "H"], "positions_angstrom": [[-1.086, 0.421, -0.300], [-0.611, 0.846, 0.823], [-2.397, 0.516, -0.643], [1.950, -1.653, -0.003], [1.806, 0.170, 0.734], [-0.459, -0.323, -0.959], [-0.850, 1.504, 1.611], [1.646, -1.481, -1.262]], "largest_force_ev_per_a": 3.7, "homo_energy_ev": [-9.04, -9.04], "de_lowest_kcal_mol": 61.3, "homo_lumo_gap_ha": [0.2920, 0.2921], "lumo_energy_ev": [-1.097, -1.095]}

---

Number 4 is which compound? C2H3FS2

---

Please write out number 3 again, unchanged.
{"formula": "C24H16N4O8S3Sc", "method": "ωB97M-V with the def2-TZVPD basis set", "species": ["Sc", "O", "C", "O", "C", "C", "C", "C", "C", "N", "C", "O", "O", "H", "H", "H", "H", "H", "S", "C", "C", "C", "C", "C", "C", "S", "H", "H", "H", "H", "O", "C", "O", "C", "C", "C", "N", "C", "C", "C", "O", "O", "H", "H", "H", "S", "C", "N", "C", "C", "C", "N", "H", "H", "H", "H"], "positions_angstrom": [[0.906, 0.271, -0.682], [0.048, 3.144, 2.620], [0.391, 2.135, 1.818], [0.953, 2.280, 0.764], [0.055, 0.788, 2.369], [-0.357, 0.546, 3.667], [-0.542, -0.773, 4.054], [-0.312, -1.794, 3.147], [0.077, -1.451, 1.860], [0.251, -0.190, 1.497], [0.382, -2.396, 0.730], [0.429, -3.699, 0.955], [0.669, -1.949, -0.364], [0.303, 3.965, 2.171], [-0.519, 1.368, 4.348], [-0.861, -1.007, 5.061], [-0.460, -2.823, 3.445], [-0.059, -3.929, 1.756], [3.054, -0.077, 0.796], [4.433, 0.256, -0.238], [5.723, 0.198, 0.295], [6.839, 0.468, -0.479], [6.682, 0.809, -1.817], [5.409, 0.869, -2.360], [4.277, 0.594, -1.592], [2.698, 0.644, -2.376], [5.837, -0.064, 1.340], [7.827, 0.412, -0.039], [7.544, 1.027, -2.435], [5.274, 1.132, -3.402], [-3.811, -1.021, -6.124], [-3.058, -1.803, -5.539], [-2.981, -3.057, -5.583], [-2.010, -1.184, -4.588], [-0.731, -1.730, -4.486], [0.132, -1.285, -3.502], [-0.246, -0.382, -2.586], [-1.471, 0.155, -2.692], [-2.358, -0.182, -3.695], [-1.837, 1.097, -1.568], [-2.920, 1.641, -1.527], [-0.900, 1.190, -0.674], [-0.438, -2.521, -5.161], [1.136, -1.675, -3.392], [-3.332, 0.286, -3.737], [-2.697, -2.623, 0.897], [-3.324, -3.376, -0.469], [-2.692, -3.233, -1.681], [-3.149, -3.755, -2.837], [-4.298, -4.488, -2.808], [-4.896, -4.651, -1.551], [-4.440, -4.139, -0.430], [-1.855, -2.657, -1.695], [-2.595, -3.569, -3.759], [-4.703, -4.900, -3.718], [-5.796, -5.252, -1.457]], "largest_force_ev_per_a": 0.9, "homo_energy_ev": -4.65, "charge": -1, "de_lowest_kcal_mol": 3.1, "homo_lumo_gap_ha": 0.2053, "lumo_energy_ev": 0.939}

---

Which formula does entry 4 have? C2H3FS2